This record from the Open Molecules 2025 dataset describes a 2-piece molecular cluster, C2H8N5 overall. The level of theory is ωB97M-V with the def2-TZVPD basis set.

Positions of all 15 atoms, in Å:
1 C -1.5731 -0.4436 -0.1406
2 C -1.3870 0.9937 -0.6807
3 N -0.2107 -0.8504 0.1947
4 N 0.5845 1.3454 0.7224
5 N 0.0534 1.2370 -0.6288
6 N 2.9065 -0.0022 -0.2926
7 N 0.6107 0.1565 0.0064
8 H -2.1818 -0.4669 0.7717
9 H -2.0206 -1.1186 -0.8754
10 H -1.6812 1.0965 -1.7256
11 H -1.9116 1.7459 -0.0883
12 H -0.0140 -1.5333 0.9165
13 H 1.4800 1.8416 0.7506
14 H 2.9861 0.2556 -1.2792
15 H 3.1001 -1.0016 -0.2184

Forces on atoms 1 to 2 (eV/Å):
-0.957 -0.092 -0.063
-0.604 -0.018 -0.008

Properties
E_HOMO (spin up / spin down)   -14.95 / -14.99 eV
Net charge   +1
HOMO-LUMO gap (spin up / spin down)   9.990 / 7.935 eV
E_LUMO (spin up / spin down)   -4.96 / -7.06 eV

Results of the Löwdin charge analysis, in e, for atoms 1 through 2: C -0.089; C -0.089

***

This record from the Open Molecules 2025 dataset describes a 2-piece molecular cluster, C12H19ClN3 overall. The level of theory is ωB97M-V with the def2-TZVPD basis set.

Positions of all 35 atoms, in Å:
1 C 0.6643 1.1267 2.3791
2 C 0.4361 1.4548 0.9021
3 C -0.8117 0.7801 0.2923
4 Cl -0.3298 -0.8974 -0.1429
5 C -1.9799 0.7836 1.2527
6 C -3.2908 0.1879 0.7750
7 N -4.2593 0.9729 1.6137
8 C -3.7264 2.1525 1.8389
9 N -4.3172 3.2607 2.3226
10 N -2.3694 2.2182 1.4479
11 H -0.1397 1.5052 3.0113
12 H 0.8016 0.0576 2.5454
13 H 1.5750 1.6135 2.7284
14 H 0.3728 2.5415 0.7979
15 H 1.3171 1.1345 0.3484
16 H -1.0630 1.2945 -0.6371
17 H -1.7810 0.2329 2.1710
18 H -3.5384 0.4287 -0.2609
19 H -3.4130 -0.8654 1.0064
20 H -4.6938 0.4935 2.4007
21 H -4.5763 3.3973 3.2879
22 H -4.4544 4.0375 1.6906
23 H -2.4408 2.5743 0.4793
24 C 3.5904 -1.2353 -2.2239
25 C 4.6044 -1.7625 -3.0111
26 C 4.5176 -3.0690 -3.4712
27 C 3.4124 -3.8458 -3.1517
28 C 2.3968 -3.3174 -2.3673
29 C 2.4870 -2.0133 -1.8998
30 H 3.6605 -0.2163 -1.8625
31 H 5.4636 -1.1551 -3.2658
32 H 5.3114 -3.4822 -4.0800
33 H 3.3432 -4.8633 -3.5145
34 H 1.5340 -3.9237 -2.1197
35 H 1.6966 -1.6021 -1.2832

Forces on atoms 1 to 2 (eV/Å):
0.180 0.102 -0.032
0.014 0.112 0.482

Properties
E_HOMO   -10.97 eV
Net charge   +1
HOMO-LUMO gap   6.045 eV
E_LUMO   -4.92 eV

Results of the Löwdin charge analysis, in e, for atoms 1 through 2: C -0.102; C -0.267

***

This record from the Open Molecules 2025 dataset describes C24H45AsBrMgN3O6PSSi as an isolated structure. The level of theory is ωB97M-V with the def2-TZVPD basis set.

Positions of all 84 atoms, in Å:
1 Mg 1.9861 2.2391 0.5769
2 O 4.5579 3.7391 -1.4362
3 As 3.9698 2.0922 -1.3238
4 O 4.9993 1.0888 -2.0794
5 O 3.6925 1.6651 0.2857
6 C 2.2636 2.2918 -2.2792
7 C 2.1915 1.4824 -3.4093
8 C 1.1578 1.6251 -4.3227
9 C 0.1936 2.6038 -4.1311
10 C 0.2345 3.4078 -3.0036
11 C 1.2573 3.2570 -2.0753
12 S 0.9752 4.1059 -0.5158
13 O 0.1973 5.2832 -0.7275
14 O 2.2297 4.1981 0.2416
15 O 0.1830 3.0155 0.1932
16 H 5.4990 3.7401 -1.2208
17 H 2.9877 0.7614 -3.5585
18 H 1.1222 0.9876 -5.1962
19 H -0.5970 2.7412 -4.8571
20 H -0.5050 4.1800 -2.8361
21 C -5.0165 2.9242 1.9657
22 N -4.9782 1.7873 0.9365
23 C -5.0741 2.4063 -0.4623
24 N -4.0762 3.3899 -0.6535
25 C -4.1725 4.4376 0.3575
26 N -4.0148 3.8840 1.6969
27 C -2.6493 3.4080 1.9463
28 P -2.1046 2.0209 0.8098
29 C -3.6984 1.0213 1.0718
30 C -2.7169 2.8491 -0.7530
31 H -4.8762 2.4784 2.9498
32 H -6.0063 3.3785 1.9051
33 H -5.7762 1.1700 1.0871
34 H -6.0670 2.8493 -0.5500
35 H -4.9647 1.5989 -1.1857
36 H -5.1502 4.9179 0.2829
37 H -3.3989 5.1817 0.1792
38 H -2.5742 3.0734 2.9830
39 H -1.9597 4.2432 1.8163
40 H -3.6564 0.5810 2.0695
41 H -3.7005 0.2012 0.3514
42 H -2.6664 2.1389 -1.5816
43 H -2.0321 3.6678 -0.9740
44 C 0.2164 -4.5424 2.4402
45 C 0.3296 -3.0187 2.2517
46 C 1.0407 -2.4244 3.4802
47 C -1.0895 -2.4195 2.2242
48 Si 1.3004 -2.6306 0.6317
49 Br 1.0990 0.0693 0.8919
50 C 0.3346 -2.8127 -1.0218
51 C 0.1446 -4.3091 -1.3300
52 C 1.0871 -2.1597 -2.1933
53 C -1.0532 -2.1451 -0.9591
54 C 3.2056 -2.8046 0.6181
55 C 3.8441 -2.0896 -0.5850
56 C 3.8354 -2.1938 1.8825
57 C 3.5720 -4.3001 0.5609
58 H -0.3331 -4.7470 3.3626
59 H 1.1978 -5.0135 2.5220
60 H -0.3184 -5.0166 1.6152
61 H 0.3975 -2.5544 4.3544
62 H 1.2305 -1.3592 3.3492
63 H 1.9807 -2.9266 3.6864
64 H -1.5075 -2.4765 3.2329
65 H -1.7468 -2.9772 1.5610
66 H -1.0664 -1.3728 1.9169
67 H 1.1009 -4.8275 -1.4285
68 H -0.3955 -4.4158 -2.2742
69 H -0.4326 -4.8125 -0.5518
70 H 1.9823 -2.7145 -2.4569
71 H 1.3641 -1.1275 -1.9700
72 H 0.4356 -2.1589 -3.0714
73 H -1.7430 -2.7124 -0.3396
74 H -1.4670 -2.1112 -1.9704
75 H -0.9843 -1.1261 -0.5729
76 H 3.5547 -1.0390 -0.6461
77 H 3.6119 -2.5796 -1.5254
78 H 4.9293 -2.1160 -0.4666
79 H 3.4976 -1.1702 2.0471
80 H 4.9189 -2.1705 1.7492
81 H 3.6256 -2.7853 2.7696
82 H 3.2015 -4.7762 -0.3501
83 H 3.1735 -4.8490 1.4175
84 H 4.6598 -4.3969 0.5744

Forces on atoms 1 to 2 (eV/Å):
0.022 -0.382 1.639
-0.243 0.062 0.173

Properties
E_HOMO   -11.37 eV
Net charge   +1
HOMO-LUMO gap   8.623 eV
E_LUMO   -2.75 eV

Results of the Löwdin charge analysis, in e, for atoms 1 through 2: Mg 0.318; O -0.218

***

This record from the Open Molecules 2025 dataset describes a 2-piece molecular cluster, C2H6OS2 overall. The level of theory is ωB97M-V with the def2-TZVPD basis set.

Positions of all 11 atoms, in Å:
1 O -3.5894 3.0787 3.3922
2 C -3.2596 4.2711 3.7502
3 H -4.2462 4.8298 3.9485
4 H -2.1297 4.3638 3.7795
5 C 2.8402 -1.9722 -2.0296
6 S 1.9391 -3.8628 -2.1075
7 S 0.0640 -2.9780 -2.7273
8 H 3.1034 -2.1539 -3.0933
9 H 3.5422 -2.0361 -1.2075
10 H 2.1162 -1.1509 -2.0690
11 H -0.3804 -2.3896 -1.6361

Forces on atoms 1 to 2 (eV/Å):
1.412 4.277 1.247
-2.328 -6.175 -1.686

Properties
E_HOMO (spin up / spin down)   0.19 / -3.39 eV
Net charge   -1
HOMO-LUMO gap (spin up / spin down)   1.625 / 5.208 eV
Spin multiplicity   2
E_LUMO (spin up / spin down)   1.82 / 1.82 eV
<S²>   0.75

Results of the Löwdin charge analysis, in e, for atoms 1 through 2: O -0.115; C -0.079

***

This record from the Open Molecules 2025 dataset describes a 2-piece molecular cluster, C4H12N3O overall. The level of theory is ωB97M-V with the def2-TZVPD basis set.

Positions of all 20 atoms, in Å:
1 C -2.0822 -0.6329 -0.8003
2 C -3.3822 0.0420 -0.6948
3 C 2.8522 0.2208 1.3056
4 C 1.8622 -0.0886 0.2327
5 N 1.7162 0.7870 -0.7822
6 N -0.9548 -0.0507 -0.4656
7 N 1.1480 -1.1414 0.4330
8 O -2.0887 -1.7465 -1.4293
9 H -3.8844 -0.4190 0.2191
10 H -3.8640 -0.3551 -1.5321
11 H -3.2582 1.1768 -0.6886
12 H 3.8267 0.1314 0.7133
13 H 2.9263 -0.4513 2.0902
14 H 2.6433 1.2615 1.5085
15 H 0.8921 0.8403 -1.2974
16 H 2.2410 1.6023 -0.6650
17 H -0.8651 0.6922 0.1451
18 H -1.2386 -2.2291 -1.4992
19 H 0.1802 -1.0262 -0.1172
20 H 1.1806 -1.6327 1.2697

Forces on atoms 1 to 2 (eV/Å):
2.557 4.118 1.230
0.079 0.268 2.148

Properties
E_HOMO   -14.03 eV
Net charge   +1
HOMO-LUMO gap   11.228 eV
E_LUMO   -2.80 eV

Results of the Löwdin charge analysis, in e, for atoms 1 through 2: C -0.511; C 0.021

***

This record from the Open Molecules 2025 dataset describes a 6-piece molecular cluster, C2H14O5 overall. The level of theory is ωB97M-V with the def2-TZVPD basis set.

Positions of all 21 atoms, in Å:
1 C 3.6408 -0.0879 -0.3349
2 C 3.5774 -0.5237 -1.6123
3 H 4.1943 0.8165 -0.0883
4 H 3.3604 -0.7662 0.4396
5 H 3.5051 0.2322 -2.4170
6 H 3.3455 -1.5313 -1.9281
7 H -2.2861 0.8149 1.6302
8 H -1.1943 1.6826 2.3715
9 O -1.3329 0.9603 1.7505
10 H 1.2288 -0.9193 0.3620
11 H 0.1587 -1.8212 -0.3134
12 O 0.6869 -1.7060 0.4818
13 H -3.5740 -0.6523 1.5751
14 H -3.7587 0.0656 2.8952
15 O -4.0931 0.0789 1.9851
16 H -1.6666 -0.4469 -0.9097
17 H -0.4167 -0.2088 -1.5861
18 O -1.2013 -0.7763 -1.6910
19 H 0.2305 1.9211 -0.2047
20 H -0.2894 2.4333 -1.5408
21 O 0.2072 1.7058 -1.1450

Forces on atoms 1 to 2 (eV/Å):
0.856 -0.888 -1.671
-0.927 1.599 0.348

Properties
E_HOMO   -9.81 eV
SMILES   C=C.O.O.O.O.O
HOMO-LUMO gap   10.014 eV
E_LUMO   0.21 eV

Results of the Löwdin charge analysis, in e, for atoms 1 through 2: C -0.080; C -0.064

***

Let's list electronic energy in order: -9639.7588 -29737.5410 -206698.2612 -25886.0102 -10853.8483 -12537.3401 eV.
Let's list relative energy (zero: lowest compared OMol25 entry of this formula, charge and spin) in order: 189.58 0.00 61.96 54.84 28.71 41.91 kcal per mole.